C13H15N | ωB97M-V/def2-TZVPD

Computed properties:
Energy, hartree: -558.92213
Largest force on an atom, eV/A: 3.14
Gap between HOMO and LUMO (alpha / beta), eV: 7.78 / 8.06
E_HOMO (alpha / beta), eV: -8.667 / -8.129
Relative energy (zero: lowest compared OMol25 entry of this formula, charge and spin), kcal per mole: 135.7

Element x y z (Å)
C 0.8045 -1.5938 -0.9769
C -4.2745 -0.0308 0.0501
C -3.5789 0.5585 1.0869
C -3.6361 -0.7367 -0.9690
C -2.1764 0.5686 0.9947
C -2.2180 -0.8522 -0.9713
C -1.5668 -0.1934 0.0201
C 0.6158 -2.3552 1.7326
C 1.0511 -1.1415 1.4078
C 3.1441 0.5274 -0.4271
C 1.1075 1.2930 -1.5849
C 1.6339 0.6903 -0.2432
C 1.0820 -0.6361 0.0326
N 0.5404 -2.2915 -1.8651
H -5.3903 0.0325 -0.0707
H -3.9716 1.2727 1.7309
H -4.0641 -1.3435 -1.7142
H -1.5157 0.8701 1.8622
H -1.7152 -1.5914 -1.5040
H 0.7074 -2.7308 2.7570
H 0.3181 -3.0214 1.0208
H 1.2973 -0.3916 2.2863
H 3.6275 0.4819 0.5270
H 3.2386 -0.4671 -0.9489
H 3.6068 1.2385 -1.1159
H -0.0244 1.5165 -1.4940
H 1.5455 2.2558 -1.6189
H 1.4599 0.5672 -2.3530
H 1.4146 1.4769 0.4750



C2H7NO4 | ωB97M-V/def2-TZVPD

Computed properties:
Energy, hartree: -435.84923
Largest force on an atom, eV/A: 2.42
Gap between HOMO and LUMO (alpha / beta), eV: 8.21 / 8.21
E_HOMO (alpha / beta), eV: -9.393 / -9.392
Relative energy (zero: lowest compared OMol25 entry of this formula, charge and spin), kcal per mole: 190.9

Element x y z (Å)
C 0.7180 0.5846 -0.2229
C 2.1239 0.1855 0.1693
O -0.0044 1.1921 0.7059
H -1.1356 0.7683 0.5918
H 0.6372 1.0201 -1.2435
H 0.1206 -0.4551 -0.5295
H 2.5944 -0.4258 -0.6024
H 2.1124 -0.3586 1.1130
H 2.7189 1.0911 0.3079
O -2.0790 -0.0056 0.2404
O -2.1620 -0.8613 1.3788
N -1.2044 -1.0117 -1.0964
O -1.3645 -0.5463 -2.1360
H -3.0755 -1.1772 1.3234



CH4N4 | ωB97M-V/def2-TZVPD

Computed properties:
Energy, hartree: -259.33403
Largest force on an atom, eV/A: 6.17
Gap between HOMO and LUMO, eV: 9.67
E_HOMO, eV: -8.705
Relative energy (zero: lowest compared OMol25 entry of this formula, charge and spin), kcal per mole: 141.7

Element x y z (Å)
C 1.1781 0.9811 0.1140
N 1.7065 -0.2095 0.0802
N 0.5096 -0.8729 0.0986
N -0.2425 0.1401 -0.4937
N -1.4400 0.2452 0.1600
H 1.4539 1.9550 -0.0665
H 0.4152 -1.8247 -0.3245
H -1.4216 -0.3553 1.0042
H -2.1591 -0.0591 -0.5723



C2H4N2O4 | ωB97M-V/def2-TZVPD

Computed properties:
SMILES: NC(=O)ONC(=O)O
Energy, hartree: -489.07161
Largest force on an atom, eV/A: 3.47
Gap between HOMO and LUMO, eV: 11.11
E_HOMO, eV: -10.560
Relative energy (zero: lowest compared OMol25 entry of this formula, charge and spin), kcal per mole: 1.0

Element x y z (Å)
N 0.5771 -1.4720 1.3267
C 1.1194 -0.6466 0.3648
O 1.6383 -1.0746 -0.6527
O 0.8432 0.6470 0.7217
N 0.4260 1.2406 -0.4934
C -0.8576 0.9385 -0.9395
O -1.2653 1.2195 -2.0535
O -1.7140 0.5599 0.0347
H 0.5465 -2.4579 1.1105
H 0.1104 -1.0555 2.1197
H 1.1510 1.5801 -1.1120
H -2.5750 0.5210 -0.4269



C25H33FO24 | ωB97M-V/def2-TZVPD

Computed properties:
SMILES: O=C1OC[C@@H](F)O1.C[C@H]1COC(=O)O1.O=C1OCCO1.O=C1OCCO1.O=C1OCCO1.O=C1OCCO1.O=C1OCCO1.O=C1OCCO1
Energy, hartree: -2878.11167
Largest force on an atom, eV/A: 2.07
Gap between HOMO and LUMO, eV: 10.62
E_HOMO, eV: -10.842
Relative energy (zero: lowest compared OMol25 entry of this formula, charge and spin), kcal per mole: 0.0

Element x y z (Å)
O 2.1350 -2.5311 1.7859
C 2.5135 -2.8057 2.8769
O 3.2218 -2.0047 3.6846
C 3.2436 -2.5520 4.9961
C 2.6478 -3.9465 4.8395
F 1.6277 -4.1159 5.7287
O 2.0876 -3.9004 3.5495
H 4.2423 -2.5333 5.4344
H 2.6736 -1.9142 5.6745
H 3.3298 -4.7870 4.9365
C 3.8203 1.9042 1.5002
C 4.9144 1.8418 2.5212
C 4.6307 2.4577 3.8893
O 5.2490 1.5395 4.7897
C 5.5544 0.3854 4.1581
O 6.0760 -0.5608 4.6502
O 5.1457 0.4662 2.8694
H 4.1803 1.4682 0.5657
H 3.5931 2.9278 1.1882
H 2.9099 1.4249 1.8485
H 5.8801 2.1893 2.1471
H 3.5906 2.5631 4.2024
H 5.0832 3.4443 3.9861
O 0.8539 -1.8465 -2.9101
C 0.9152 -0.7511 -3.3581
O 1.9087 0.1250 -3.1673
C 1.6246 1.3994 -3.7621
C 0.2097 1.1838 -4.3587
O -0.0092 -0.2111 -4.2043
H 1.7320 2.1236 -2.9596
H 2.3529 1.6023 -4.5454
H 0.2321 1.3313 -5.4350
H -0.4895 1.8280 -3.8264
O -3.4163 -2.8095 -5.1258
C -3.5823 -1.7541 -4.6202
O -2.8024 -1.2471 -3.6297
C -3.2012 0.0982 -3.4022
C -4.5627 0.2612 -4.0813
O -4.6190 -0.9255 -4.8830
H -3.3064 0.2817 -2.3408
H -2.4336 0.7105 -3.8700
H -4.5914 1.1192 -4.7428
H -5.3420 0.2267 -3.3236
O -4.8882 5.6018 0.3464
C -3.7641 5.4275 0.0242
O -2.7314 5.1667 0.8736
C -1.5113 5.1515 0.1406
C -1.8872 5.7906 -1.1751
O -3.2963 5.5137 -1.2473
H -0.8038 5.7596 0.7120
H -1.0255 4.1788 0.0778
H -1.3712 5.4441 -2.0621
H -1.8496 6.8802 -1.0837
O -6.5287 2.8260 1.1855
C -5.9102 1.8310 1.0709
O -5.4648 1.0739 2.1070
C -4.5417 0.1496 1.5758
C -5.0444 -0.0252 0.1742
O -5.5414 1.2779 -0.1280
H -3.4846 0.4286 1.6595
H -4.4842 -0.8159 2.0937
H -5.8394 -0.7597 0.0058
H -4.2659 -0.4389 -0.4749
O -1.7407 2.2322 -1.2893
C -1.1922 1.3135 -0.7631
O -1.6501 0.0952 -0.5696
C -0.6426 -0.7894 -0.0991
C 0.5808 0.1491 0.0429
O 0.0351 1.4641 -0.1787
H -0.9340 -1.3143 0.8102
H -0.4253 -1.5962 -0.8007
H 1.3119 -0.0418 -0.7392
H 1.0064 0.0624 1.0375
O 1.0241 -7.7230 -2.1123
C 1.3400 -6.7911 -1.4520
O 2.5930 -6.2328 -1.5120
C 2.6500 -5.0757 -0.6767
C 1.2876 -5.0571 0.0272
O 0.5512 -6.0696 -0.6318
H 3.4145 -5.3454 0.0600
H 2.9534 -4.1884 -1.2217
H 0.8750 -4.0699 -0.1843
H 1.3723 -5.1901 1.1006



C5H13O2 | ωB97M-V/def2-TZVPD

Computed properties:
Energy, hartree: -348.77519
Largest force on an atom, eV/A: 2.10
Charge: -1
Gap between HOMO and LUMO, eV: 6.68
E_HOMO, eV: -2.735
Relative energy (zero: lowest compared OMol25 entry of this formula, charge and spin), kcal per mole: 15.5

Element x y z (Å)
C 0.0575 1.3443 -0.9578
O -1.2306 1.0880 -1.0853
C 0.6794 0.6480 0.3146
C 0.8094 -0.9031 0.2170
C 1.4026 -1.3661 1.5531
C 1.8218 -1.1898 -0.8915
H 0.6380 1.0605 -1.9114
H 0.4645 2.3865 -0.8578
H -0.0604 0.8603 1.0952
H 1.6371 1.1007 0.6206
H -0.2131 -1.1836 -0.0346
H 1.3281 -2.4555 1.7144
H 2.4758 -1.1904 1.4401
H 0.9266 -0.9546 2.4417
H 2.6110 -0.4428 -0.8682
H 1.3670 -1.1634 -1.8832
H 2.2564 -2.1888 -0.8145
H -3.7078 -0.3172 0.6162
H -2.6453 0.5854 -0.0752
O -3.1769 0.4669 0.7417



C5H12O | ωB97M-V/def2-TZVPD

Computed properties:
Energy, hartree: -272.80942
Largest force on an atom, eV/A: 0.97
Gap between HOMO and LUMO (alpha / beta), eV: 8.17 / 7.95
E_HOMO (alpha / beta), eV: -7.196 / -6.983
Relative energy (zero: lowest compared OMol25 entry of this formula, charge and spin), kcal per mole: 87.4

Element x y z (Å)
C -2.2824 0.8544 0.0542
C -1.3529 0.6074 1.2477
C -0.3039 -0.4094 0.9507
O 0.9205 -0.1461 1.2779
C 1.9945 -0.8678 1.1340
C 1.4184 -0.1948 -2.0494
H -3.0764 1.5628 0.3133
H -2.7608 -0.0775 -0.2693
H -1.7256 1.2560 -0.7991
H -1.9626 0.3073 2.1151
H -0.8475 1.5374 1.5333
H -0.5145 -1.3963 0.5403
H 0.6924 -0.1376 -1.2318
H 1.9161 -1.8588 0.7016
H 2.9101 -0.3961 1.4516
H 1.7527 -1.2277 -2.1764
H 2.2786 0.4381 -1.8217
H 0.9434 0.1485 -2.9719



C9H16ClOP | ωB97M-V/def2-TZVPD

Computed properties:
Energy, hartree: -1229.21843
Largest force on an atom, eV/A: 3.88
Gap between HOMO and LUMO (alpha / beta), eV: 7.31 / 7.74
E_HOMO (alpha / beta), eV: -7.954 / -7.958
Relative energy (zero: lowest compared OMol25 entry of this formula, charge and spin), kcal per mole: 0.0

Element x y z (Å)
C 2.7874 -0.1453 -1.2127
C 2.4739 1.1620 0.9008
C 1.4025 0.3567 -1.6607
C 1.1413 1.7545 0.4119
C 0.9471 -0.6535 0.4224
C 2.4996 -0.2854 0.3081
C 0.6620 0.5912 -0.3437
C -4.1675 -1.5155 0.5991
C -2.7015 -0.9992 0.8860
O -2.6590 -0.2378 -1.8044
P -2.1782 0.2600 -0.5298
Cl -2.9983 2.0198 -0.1105
H 2.9962 -1.0774 -1.7879
H 3.5487 0.5486 -1.4158
H 3.4356 1.7788 0.6232
H 2.5666 1.0552 2.0118
H 1.3727 1.2192 -2.3188
H 0.9403 -0.3685 -2.3780
H 0.5102 2.2296 1.2091
H 1.2323 2.7575 -0.1192
H 0.5198 -1.5579 0.0158
H 0.4283 -0.7201 1.4431
H 3.2756 -0.9839 0.8695
H -4.5374 -2.0707 1.4292
H -4.8138 -0.5398 0.3629
H -4.1230 -2.2019 -0.2956
H -2.0679 -1.8450 0.6861
H -2.4936 -0.5313 1.7980